C34H53IrN3O2P2Si | wB97M-V/def2-TZVPD

Summary:
2S+1: 2
Kohn-Sham gap (alpha / beta): 4.401 / 4.167 eV
Charge: +2
LUMO level (alpha / beta): -8.76 / -8.86 eV

Each line ends with the Löwdin spin population.
Element x y z (Å)
Ir (0.26, -0.99, -0.31)  0.813
C (-2.17, 0.47, -3.70)  0.002
C (-2.95, -0.49, -2.82)  0.005
C (-4.44, -0.17, -2.84)  0.001
P (-2.21, -0.47, -1.09)  0.034
C (-3.51, -1.23, 0.01)  0.004
C (-3.84, -2.67, -0.35)  0.000
C (-3.06, -1.15, 1.46)  0.003
C (-2.29, 1.28, -0.58)  0.017
C (-3.42, 1.97, -0.19)  -0.002
C (-3.34, 3.28, 0.25)  0.023
C (-2.10, 3.90, 0.36)  0.000
C (-0.96, 3.25, -0.05)  0.009
C (-1.04, 1.94, -0.58)  0.009
N (0.07, 1.29, -1.03)  -0.010
C (1.03, 1.99, -1.67)  0.004
C (0.74, 3.20, -2.34)  -0.007
C (1.75, 3.95, -2.90)  0.002
C (3.06, 3.52, -2.83)  -0.010
C (3.36, 2.28, -2.26)  0.000
C (2.36, 1.49, -1.72)  -0.005
P (2.59, -0.17, -1.03)  0.032
C (3.50, -1.16, -2.34)  0.004
C (2.84, -0.89, -3.69)  0.003
C (5.00, -0.96, -2.44)  0.001
C (3.82, 0.12, 0.33)  0.008
C (4.07, -1.17, 1.12)  0.000
C (3.30, 1.23, 1.24)  0.000
H (-2.47, 0.35, -4.74)  0.000
H (-1.10, 0.30, -3.63)  0.002
H (-2.38, 1.50, -3.41)  0.000
H (-2.81, -1.51, -3.19)  0.000
H (-4.63, 0.83, -2.45)  0.000
H (-5.04, -0.88, -2.28)  0.000
H (-4.79, -0.19, -3.87)  0.000
H (-4.41, -0.61, -0.13)  0.001
H (-3.01, -3.33, -0.11)  0.000
H (-4.10, -2.80, -1.40)  0.000
H (-4.70, -2.99, 0.24)  0.000
H (-2.17, -1.76, 1.62)  0.002
H (-3.85, -1.52, 2.12)  0.000
H (-2.83, -0.12, 1.75)  0.000
H (-4.40, 1.50, -0.24)  0.000
H (-4.24, 3.80, 0.54)  0.001
H (-2.03, 4.90, 0.76)  0.000
H (0.00, 3.71, 0.08)  0.000
H (-0.28, 3.52, -2.41)  0.000
H (1.50, 4.89, -3.38)  0.000
H (3.85, 4.13, -3.25)  0.000
H (4.39, 1.96, -2.24)  0.000
H (3.31, -2.20, -2.06)  0.001
H (3.10, 0.10, -4.05)  0.000
H (1.75, -0.96, -3.63)  0.004
H (3.20, -1.61, -4.42)  0.000
H (5.27, 0.05, -2.71)  0.000
H (5.37, -1.61, -3.22)  0.000
H (5.52, -1.23, -1.52)  0.000
H (4.75, 0.44, -0.15)  0.001
H (3.18, -1.48, 1.65)  0.000
H (4.86, -1.00, 1.85)  0.000
H (4.39, -1.98, 0.47)  0.000
H (2.30, 1.00, 1.60)  0.000
H (3.27, 2.18, 0.71)  0.000
H (3.96, 1.34, 2.11)  0.000
C (-0.66, -3.86, -2.24)  0.009
Si (0.37, -3.51, -0.64)  -0.006
C (2.10, -4.31, -0.94)  -0.005
C (-0.40, -4.48, 0.84)  -0.003
H (-0.73, -4.93, -2.37)  0.001
H (-0.19, -3.44, -3.12)  0.001
H (-1.67, -3.48, -2.18)  0.000
H (1.98, -5.38, -0.81)  -0.001
H (2.88, -3.98, -0.26)  0.000
H (2.44, -4.15, -1.96)  0.000
H (-0.54, -5.50, 0.52)  -0.001
H (-1.36, -4.10, 1.18)  0.000
H (0.27, -4.50, 1.70)  0.000
O (-3.17, 3.45, 6.13)  0.000
C (-1.79, 3.50, 6.20)  0.000
N (-1.16, 2.31, 5.62)  0.000
C (-0.94, 2.18, 4.30)  0.000
O (-1.19, 3.02, 3.46)  0.000
C (-0.29, 0.88, 3.89)  0.001
C (0.38, 0.01, 4.75)  0.000
C (0.92, -1.15, 4.21)  0.002
C (0.80, -1.38, 2.85)  0.005
N (0.21, -0.52, 2.01)  0.042
C (-0.31, 0.58, 2.53)  0.003
H (-3.47, 3.69, 5.24)  0.000
H (-1.53, 3.52, 7.26)  0.000
H (-1.36, 4.37, 5.69)  0.000
H (-1.11, 1.50, 6.21)  0.000
H (0.49, 0.21, 5.80)  0.000
H (1.45, -1.85, 4.83)  0.000
H (1.19, -2.30, 2.42)  0.000
H (-0.78, 1.30, 1.87)  0.001

=====

C34H54O25S | wB97M-V/def2-TZVPD

Summary:
Kohn-Sham gap: 9.337 eV
Energy relative to the best compared isomer or geometry (same formula, charge and spin): 496.1 kJ/mol
LUMO level: -0.17 eV

Each line ends with the Löwdin charge.
Element x y z (Å)
C (-1.18, -4.32, 5.23)  -0.024
C (-1.21, -4.27, 6.70)  -0.335
C (-1.37, -5.62, 7.42)  -0.094
O (-0.07, -6.05, 7.65)  0.109
C (0.73, -5.04, 7.63)  -0.613
O (1.88, -5.11, 7.89)  0.169
O (0.10, -3.95, 7.13)  0.071
H (-0.22, -4.61, 4.80)  0.103
H (-1.29, -3.30, 4.85)  0.093
H (-1.99, -4.97, 4.91)  0.091
H (-1.83, -3.46, 7.09)  0.158
H (-1.85, -6.24, 6.66)  0.131
H (-1.90, -5.56, 8.37)  0.141
C (-0.50, 2.19, -1.62)  0.004
C (0.39, 1.27, -0.67)  -0.275
C (-0.10, -0.13, -0.52)  -0.070
O (1.11, -0.85, -0.83)  0.056
C (2.12, -0.03, -1.24)  -0.605
O (3.21, -0.44, -1.56)  0.134
O (1.70, 1.18, -1.23)  0.108
H (-0.32, 3.23, -1.37)  0.069
H (-1.57, 2.03, -1.52)  0.075
H (-0.31, 2.01, -2.68)  0.086
H (0.54, 1.73, 0.31)  0.150
H (-0.92, -0.39, -1.20)  0.134
H (-0.40, -0.43, 0.49)  0.137
C (5.55, -3.73, 3.13)  -0.008
C (6.85, -4.03, 2.30)  -0.324
C (7.01, -3.23, 1.06)  -0.092
O (8.27, -2.59, 1.22)  0.119
C (8.78, -2.94, 2.36)  -0.583
O (9.88, -2.57, 2.76)  0.122
O (7.97, -3.72, 3.08)  0.106
H (5.28, -2.67, 3.13)  0.078
H (5.63, -4.04, 4.18)  0.084
H (4.64, -4.14, 2.70)  0.077
H (6.83, -5.08, 2.02)  0.148
H (6.16, -2.57, 0.86)  0.139
H (7.01, -3.95, 0.24)  0.135
C (-3.47, -3.86, -8.00)  -0.033
C (-3.48, -2.52, -7.30)  -0.285
C (-4.24, -2.48, -5.91)  -0.031
O (-3.23, -1.83, -5.04)  0.046
C (-2.02, -1.79, -5.65)  -0.544
O (-0.95, -1.46, -5.15)  0.120
O (-2.12, -2.30, -6.88)  0.067
H (-3.32, -4.78, -7.44)  0.089
H (-2.71, -3.86, -8.78)  0.088
H (-4.40, -4.01, -8.55)  0.085
H (-3.83, -1.70, -7.92)  0.149
H (-4.56, -3.49, -5.66)  0.126
H (-5.07, -1.79, -6.09)  0.121
C (7.60, 2.99, -0.02)  -0.018
C (7.40, 4.02, -1.10)  -0.376
C (5.97, 4.27, -1.57)  -0.110
O (5.85, 5.65, -1.52)  0.065
C (6.89, 6.20, -0.84)  -0.476
O (6.96, 7.41, -0.64)  0.126
O (7.82, 5.23, -0.59)  0.088
H (6.74, 3.10, 0.64)  0.085
H (8.53, 3.10, 0.52)  0.095
H (7.54, 1.98, -0.43)  0.091
H (8.09, 3.74, -1.91)  0.153
H (5.22, 3.83, -0.91)  0.135
H (5.99, 3.80, -2.56)  0.140
C (-3.74, 4.74, 5.30)  -0.023
C (-3.06, 4.30, 4.04)  -0.340
C (-2.29, 2.98, 4.09)  -0.084
O (-2.75, 2.27, 2.93)  0.062
C (-3.82, 2.92, 2.41)  -0.483
O (-4.58, 2.34, 1.59)  0.082
O (-4.04, 4.08, 3.06)  0.099
H (-2.91, 5.04, 5.94)  0.093
H (-4.44, 4.08, 5.80)  0.094
H (-4.32, 5.66, 5.20)  0.088
H (-2.27, 5.01, 3.79)  0.150
H (-2.41, 2.47, 5.05)  0.131
H (-1.21, 3.04, 4.06)  0.129
C (-4.36, 2.63, -6.27)  -0.017
C (-5.73, 2.42, -5.55)  -0.329
C (-5.65, 2.72, -4.09)  -0.047
O (-6.80, 3.64, -3.95)  0.072
C (-7.11, 4.14, -5.15)  -0.540
O (-7.93, 5.06, -5.24)  0.114
O (-6.49, 3.44, -6.11)  0.078
H (-4.28, 2.21, -7.28)  0.075
H (-3.60, 1.99, -5.81)  0.075
H (-4.05, 3.67, -6.38)  0.096
H (-6.17, 1.46, -5.81)  0.154
H (-4.78, 3.24, -3.70)  0.137
H (-5.81, 1.81, -3.51)  0.136
C (-1.60, -6.98, -0.41)  0.003
C (-2.36, -5.83, -1.15)  -0.291
C (-3.79, -6.13, -1.53)  -0.071
O (-4.46, -5.02, -0.89)  0.083
C (-3.69, -4.26, -0.12)  -0.580
O (-4.08, -3.38, 0.66)  0.105
O (-2.50, -4.73, -0.25)  0.100
H (-0.93, -7.35, -1.19)  0.078
H (-2.25, -7.82, -0.16)  0.077
H (-1.01, -6.65, 0.44)  0.089
H (-1.85, -5.51, -2.06)  0.149
H (-4.08, -7.04, -1.00)  0.122
H (-3.79, -6.41, -2.58)  0.137
C (3.25, 6.82, 2.68)  -0.253
S (1.80, 5.67, 2.88)  0.855
O (1.12, 6.07, 4.21)  -0.612
C (0.72, 6.54, 1.65)  -0.270
H (3.86, 6.44, 1.86)  0.036
H (3.87, 6.87, 3.57)  0.053
H (3.06, 7.87, 2.43)  0.056
H (-0.18, 6.12, 1.20)  0.041
H (1.30, 6.84, 0.78)  0.041
H (0.35, 7.45, 2.12)  0.053

=====

C34H55N3O4S | wB97M-V/def2-TZVPD

Summary:
Kohn-Sham gap: 7.635 eV
LUMO level: -0.71 eV

Each line ends with the Löwdin charge.
Element x y z (Å)
C (0.82, -1.64, 1.51)  -0.142
N (-0.18, -1.15, 2.46)  -0.124
C (-0.94, 0.02, 1.96)  -0.188
C (-1.25, 0.06, 0.41)  -0.074
C (-2.42, -0.65, -0.25)  -0.081
C (-3.33, -1.52, 0.67)  -0.129
C (-2.73, -2.97, 0.93)  -0.173
C (-2.69, -3.89, -0.35)  -0.185
C (-4.06, -4.61, -0.66)  -0.272
O (-4.20, -5.78, 0.16)  -0.079
C (-2.69, -0.53, -1.69)  -0.077
C (-3.94, -1.25, -2.30)  -0.139
C (-5.34, -0.64, -1.86)  -0.153
C (-5.34, 0.90, -1.57)  -0.231
O (-5.42, 1.65, -2.80)  -0.214
C (-5.76, 3.01, -2.54)  -0.123
C (-1.80, 0.28, -2.61)  -0.128
N (-2.18, 0.32, -3.95)  0.115
C (-1.27, 1.07, -4.63)  -0.579
S (-1.55, 1.24, -6.45)  0.699
C (-0.06, 1.74, -4.09)  -0.110
N (0.26, 1.70, -2.77)  0.117
C (-0.64, 0.94, -2.00)  -0.115
C (-0.37, 0.84, -0.51)  -0.051
C (0.88, 1.64, 0.05)  -0.100
C (0.62, 3.17, -0.12)  -0.143
C (1.41, 3.98, -1.09)  -0.053
C (1.19, 5.40, -1.32)  -0.092
C (0.17, 6.15, -0.57)  -0.083
C (-0.60, 5.39, 0.42)  -0.051
C (-0.41, 3.94, 0.64)  -0.177
C (-1.34, 3.27, 1.70)  -0.065
H (0.40, -2.13, 0.59)  0.081
H (1.41, -2.44, 2.05)  0.093
H (1.53, -0.80, 1.31)  0.077
H (-0.77, -1.89, 2.83)  0.091
H (-1.93, 0.05, 2.51)  0.121
H (-0.39, 0.93, 2.31)  0.081
H (-3.46, -1.01, 1.68)  0.110
H (-4.37, -1.67, 0.27)  0.084
H (-1.66, -2.92, 1.31)  0.083
H (-3.32, -3.52, 1.72)  0.121
H (-2.32, -3.30, -1.24)  0.103
H (-1.89, -4.67, -0.18)  0.121
H (-4.88, -3.86, -0.49)  0.113
H (-4.07, -4.84, -1.77)  0.122
H (-5.09, -5.69, 0.55)  0.090
H (-3.94, -1.27, -3.43)  0.114
H (-3.95, -2.34, -2.00)  0.081
H (-5.83, -1.20, -1.02)  0.100
H (-6.04, -0.79, -2.74)  0.123
H (-6.31, 1.12, -1.03)  0.120
H (-4.51, 1.26, -0.89)  0.125
H (-4.80, 3.55, -2.29)  0.096
H (-6.48, 3.14, -1.68)  0.086
H (-6.23, 3.49, -3.44)  0.095
H (-0.79, 0.23, -7.01)  -0.128
H (0.60, 2.33, -4.76)  0.109
H (1.17, 1.32, 1.08)  0.097
H (1.74, 1.36, -0.63)  0.107
H (2.20, 3.48, -1.72)  0.100
H (1.78, 5.97, -2.08)  0.092
H (0.00, 7.24, -0.72)  0.093
H (-1.38, 5.92, 1.03)  0.095
H (-0.68, 2.95, 2.56)  0.084
H (-1.94, 2.42, 1.29)  0.071
H (-2.05, 4.04, 2.12)  0.078
C (2.48, -0.55, 4.57)  -0.083
C (3.77, -1.10, 3.99)  -0.279
O (4.84, -0.16, 3.99)  -0.161
C (5.24, 0.33, 5.26)  -0.282
C (5.71, -0.75, 6.22)  -0.082
H (2.17, 0.34, 4.02)  0.078
H (1.69, -1.30, 4.50)  0.064
H (2.59, -0.27, 5.61)  0.066
H (3.60, -1.37, 2.94)  0.103
H (4.07, -2.02, 4.50)  0.108
H (4.43, 0.92, 5.70)  0.105
H (6.06, 1.02, 5.08)  0.118
H (4.92, -1.47, 6.44)  0.064
H (6.03, -0.31, 7.16)  0.076
H (6.54, -1.31, 5.79)  0.081
C (3.42, -0.77, -3.19)  -0.077
C (3.32, -1.45, -1.86)  -0.294
O (4.21, -2.54, -1.68)  -0.156
C (5.60, -2.24, -1.78)  -0.279
C (6.08, -1.22, -0.76)  -0.077
H (3.23, -1.49, -4.00)  0.086
H (2.67, 0.03, -3.26)  0.061
H (4.40, -0.33, -3.38)  0.070
H (2.31, -1.85, -1.75)  0.117
H (3.45, -0.72, -1.05)  0.098
H (5.84, -1.92, -2.80)  0.106
H (6.13, -3.18, -1.62)  0.118
H (5.58, -0.26, -0.88)  0.065
H (7.15, -1.06, -0.86)  0.077
H (5.87, -1.57, 0.25)  0.080